{
  "formula": "C44H88O23",
  "method": "ωB97M-V/def2-TZVPD",
  "gap_ev": 9.793,
  "relative_energy_kj_mol": 520.6,
  "smiles": "CCOC(=O)OC.CCOC(=O)OC.CCOC(=O)OC.CCOC(=O)OC.CCOC(=O)OC.CCOC(=O)OC.C1CCOC1.C1CCOC1.C1CCOC1.C1CCOC1.C1CCOC1",
  "homo_ev": -9.26,
  "charge": 0,
  "e_lumo_ev": 0.532,
  "symbols": ["O", "O", "O", "O", "O", "O", "O", "O", "O", "O", "O", "O", "O", "O", "O", "O", "O", "O", "O", "O", "O", "O", "O", "C", "C", "C", "C", "C", "C", "C", "C", "C", "C", "C", "C", "C", "C", "C", "C", "C", "C", "C", "C", "C", "C", "C", "C", "C", "C", "C", "C", "C", "C", "C", "C", "C", "C", "C", "C", "C", "C", "C", "C", "C", "C", "C", "C", "H", "H", "H", "H", "H", "H", "H", "H", "H", "H", "H", "H", "H", "H", "H", "H", "H", "H", "H", "H", "H", "H", "H", "H", "H", "H", "H", "H", "H", "H", "H", "H", "H", "H", "H", "H", "H", "H", "H", "H", "H", "H", "H", "H", "H", "H", "H", "H", "H", "H", "H", "H", "H", "H", "H", "H", "H", "H", "H", "H", "H", "H", "H", "H", "H", "H", "H", "H", "H", "H", "H", "H", "H", "H", "H", "H", "H", "H", "H", "H", "H", "H", "H", "H", "H", "H", "H", "H"],
  "xyz": [[-16.098, -18.310, 19.212], [-19.923, -16.684, 13.876], [-13.103, -26.488, 12.052], [-20.305, -22.324, 12.271], [-16.293, -16.198, 18.295], [-18.914, -24.110, 11.962], [-15.163, -18.016, 11.041], [-14.240, -22.704, 19.525], [-10.222, -17.590, 14.823], [-19.394, -23.441, 14.053], [-8.357, -21.842, 15.971], [-11.944, -28.299, 11.732], [-17.641, -17.048, 19.905], [-14.379, -23.377, 7.559], [-16.192, -20.026, 10.772], [-11.568, -20.701, 11.709], [-12.978, -21.827, 21.079], [-13.942, -28.086, 10.632], [-12.122, -18.301, 16.135], [-12.255, -16.950, 14.266], [-17.353, -18.063, 10.782], [-15.229, -22.482, 14.741], [-15.252, -21.282, 21.036], [-10.545, -19.872, 12.210], [-9.417, -20.300, 11.298], [-18.332, -15.888, 20.080], [-15.929, -21.432, 15.379], [-14.888, -24.604, 7.914], [-16.239, -18.811, 10.895], [-10.673, -22.348, 16.043], [-11.599, -30.405, 12.731], [-19.588, -17.392, 10.371], [-14.246, -21.896, 20.569], [-9.979, -23.244, 14.957], [-8.039, -18.686, 14.717], [-13.880, -18.493, 10.650], [-15.747, -22.877, 9.274], [-16.681, -17.130, 19.046], [-13.688, -18.580, 19.160], [-13.114, -27.651, 11.443], [-13.905, -20.704, 14.080], [-11.189, -21.952, 11.339], [-9.650, -21.800, 11.178], [-14.365, -22.141, 13.620], [-20.531, -16.945, 15.143], [-13.715, -16.954, 14.364], [-8.565, -22.603, 14.840], [-16.128, -24.149, 8.630], [-9.188, -18.147, 15.530], [-15.051, -18.693, 18.346], [-9.471, -21.907, 16.869], [-18.120, -17.282, 15.368], [-14.740, -22.243, 8.371], [-18.604, -18.555, 10.557], [-19.378, -16.857, 16.092], [-18.600, -17.026, 13.949], [-19.284, -24.228, 10.566], [-15.453, -23.162, 18.966], [-20.619, -24.845, 10.230], [-11.393, -21.391, 22.631], [-20.092, -22.613, 15.048], [-12.707, -20.894, 22.079], [-19.591, -23.222, 12.713], [-11.572, -17.739, 15.176], [-11.891, -29.703, 11.400], [-15.279, -20.194, 14.660], [-14.180, -25.613, 11.878], [-20.580, -23.252, 15.785], [-18.947, -15.755, 19.190], [-13.528, -19.960, 13.379], [-13.424, -20.835, 22.897], [-11.837, -31.466, 12.656], [-14.224, -17.806, 13.913], [-15.947, -19.814, 13.888], [-9.760, -21.038, 17.461], [-9.010, -22.618, 17.555], [-18.539, -18.030, 13.531], [-10.778, -18.825, 12.018], [-13.454, -22.730, 13.729], [-15.725, -21.451, 16.450], [-13.893, -18.857, 20.195], [-11.183, -29.891, 10.594], [-7.370, -19.294, 15.327], [-8.513, -19.990, 11.823], [-19.268, -15.797, 16.322], [-19.156, -23.248, 10.107], [-9.638, -19.039, 15.966], [-17.727, -15.005, 20.286], [-14.893, -25.097, 6.942], [-12.787, -30.075, 10.904], [-15.233, -19.331, 15.324], [-9.469, -19.785, 10.339], [-13.940, -19.490, 10.214], [-16.646, -24.770, 9.361], [-18.692, -19.142, 9.644], [-19.599, -16.609, 11.129], [-16.990, -21.427, 15.131], [-14.791, -22.210, 12.619], [-10.409, -20.061, 13.275], [-16.952, -23.898, 7.963], [-15.932, -22.460, 18.284], [-7.804, -23.381, 14.775], [-14.890, -18.254, 17.361], [-13.199, -18.756, 11.460], [-9.079, -22.376, 11.906], [-13.913, -21.876, 8.980], [-13.478, -17.824, 9.890], [-18.027, -16.401, 13.264], [-16.189, -23.619, 19.628], [-20.636, -17.631, 10.187], [-20.856, -17.986, 15.169], [-15.045, -19.724, 17.993], [-17.876, -18.320, 15.596], [-11.658, -22.255, 10.403], [-12.877, -19.164, 18.725], [-18.497, -24.714, 9.990], [-17.197, -16.767, 15.634], [-9.897, -24.268, 15.321], [-15.053, -21.346, 7.836], [-14.043, -16.102, 13.769], [-13.794, -24.726, 12.380], [-13.196, -20.616, 14.904], [-10.607, -21.512, 21.885], [-12.755, -19.911, 21.610], [-11.430, -22.968, 16.523], [-19.308, -22.080, 15.586], [-14.134, -24.956, 8.618], [-11.498, -22.283, 23.247], [-20.841, -24.931, 9.166], [-20.928, -22.019, 14.679], [-9.249, -22.227, 10.259], [-10.579, -23.235, 14.048], [-8.872, -17.483, 16.334], [-11.042, -20.610, 23.305], [-16.594, -22.199, 9.381], [-18.927, -19.172, 11.396], [-14.364, -25.514, 10.808], [-15.130, -25.929, 12.310], [-21.400, -16.293, 15.226], [-18.826, -16.072, 21.035], [-13.994, -16.662, 15.376], [-10.551, -30.405, 13.033], [-15.210, -24.057, 18.393], [-11.500, -22.613, 12.148], [-15.267, -22.956, 10.249], [-19.622, -17.475, 16.957], [-19.290, -16.947, 9.421], [-21.360, -24.135, 10.597], [-20.751, -25.797, 10.744], [-12.301, -30.080, 13.499], [-8.764, -21.935, 14.001], [-11.127, -21.525, 15.490], [-7.424, -17.965, 14.178], [-13.342, -17.549, 19.220], [-8.506, -19.430, 14.071]],
  "atomic_forces_ev_per_a": [[-0.4658, -0.5294, -1.1200], [-1.7536, 1.3127, 0.4065], [0.7266, -1.1764, 0.7561], [1.1634, -1.5411, 0.6320], [-1.2510, -2.7254, 1.7331], [-0.4287, -0.5586, 0.6368], [-0.8923, 0.4611, 0.3986], [0.4404, -0.1429, 0.3349], [-3.6512, 1.1361, -1.5105], [-0.3720, -0.0326, -1.0017], [0.3450, 2.1764, 0.7032], [-1.2243, 0.5237, -0.4117], [0.6160, -2.2368, 0.7181], [2.2372, 3.8676, -2.4188], [-0.2229, 1.3502, 0.3663], [-3.2350, 2.6341, 0.3814], [-2.5904, -1.3450, -1.9710], [1.1577, 1.2494, 2.0452], [2.2882, 0.9115, -2.6153], [0.3249, -1.6346, 0.7210], [3.2926, 1.5741, 0.5938], [-0.0526, -2.1253, -0.7298], [3.5247, -2.1488, -1.6250], [-0.1403, -0.5181, -1.4575], [0.8514, 0.2522, 1.1026], [-0.9964, 1.5829, 0.6410], [1.6482, 1.6501, -2.2542], [0.2894, 0.8589, 0.9455], [-0.1942, -1.5014, -1.1677], [1.0627, -1.4701, -1.1977], [-0.3373, -1.1138, -0.7250], [0.4432, 0.6580, -0.8353], [-2.3535, 2.3131, 2.2561], [-0.0789, -0.0288, 1.1840], [-0.2151, -0.2882, -0.5165], [0.2222, -1.5945, -0.5958], [-0.4464, 2.0302, 1.4064], [2.6438, 2.8844, -2.3542], [-1.1272, 0.6294, -0.3351], [-0.0165, -1.9102, -2.4325], [-2.3152, 1.1371, 0.2158], [1.7740, -0.7921, -0.0122], [0.7747, -1.0581, -0.3025], [1.3201, 2.0611, 2.6521], [0.4835, -1.0317, -1.3545], [0.4822, 1.3762, -0.0311], [-2.4303, -0.6161, -0.8107], [-2.3144, -1.2344, 0.2184], [0.5001, -1.8968, 2.3733], [3.7489, -0.6419, 0.1776], [-0.0611, -1.1235, 0.4245], [-0.0914, 0.3801, 0.2561], [0.5786, -1.1522, 0.1625], [-3.1789, -1.0880, 0.3042], [-0.2643, 1.2661, 1.8290], [1.7404, -2.4765, -1.7744], [0.9350, 1.0429, -1.5963], [-0.8087, -1.2479, -0.8468], [-0.5963, 0.7256, 1.1960], [0.5986, 1.3984, 0.7219], [0.1839, -0.6324, -0.2023], [0.3218, 0.2706, 0.6651], [-1.5126, 1.6751, 0.1313], [-0.6508, 0.9452, 0.7079], [0.0158, -0.3862, 0.3919], [-0.1955, 0.3530, 0.6485], [-0.4670, 0.7017, -0.5275], [0.3530, -0.5941, -0.1998], [-0.4505, 0.4889, 0.4279], [-0.1637, -0.5185, -0.6353], [-0.4327, -0.4887, -0.2107], [0.0071, -0.2248, -0.3521], [0.4709, -0.3446, 0.5316], [-0.0099, -0.4133, -0.4697], [0.8315, 0.6700, -0.4516], [-1.3388, -0.5254, 0.7242], [0.2730, -0.3162, -0.7607], [-0.3850, -0.0202, 0.3698], [-0.3531, -0.6880, -0.2575], [-0.1208, -0.0954, -0.0566], [0.0038, -0.3924, -0.1260], [0.7191, 0.3731, 0.4297], [-0.1284, 0.2333, 0.3912], [0.5526, -0.3917, -0.4686], [0.0417, -0.0028, 0.6718], [-0.6862, 0.4627, 0.2916], [0.3152, -0.1450, 0.7672], [0.4226, -0.0651, -0.5348], [-0.5761, -0.8535, 0.5742], [-0.5351, 0.4550, 0.6344], [0.5257, -0.0648, 0.2712], [-0.1155, -0.0126, 0.0758], [-0.5127, 0.0276, -0.4193], [0.6507, -0.6505, 0.0027], [0.4753, -0.3028, 0.0230], [0.3587, -0.2713, 0.1994], [-0.1481, -0.3972, 0.3022], [-0.3426, 0.1441, 0.1939], [0.3172, 0.0248, 0.1714], [0.1954, -0.1718, -0.6955], [0.1470, 0.2385, 0.3762], [0.1983, 0.3724, -0.6244], [-0.7973, 1.3307, 0.3794], [-0.1431, 0.9948, 0.4391], [-0.2315, 0.2111, 0.4937], [0.5494, -0.2568, -0.1149], [0.0841, 0.1689, 0.4377], [0.2092, 0.3408, 0.4664], [0.1163, 0.8886, 0.8383], [0.1283, -0.7955, 0.3113], [-0.5020, -0.2713, -0.2400], [-1.2069, -0.5139, 0.9277], [-0.2672, -0.2719, -0.5002], [-0.2127, 0.0813, 0.0132], [-0.2112, -0.1481, -0.0243], [0.2810, -0.7663, 1.0760], [-0.3581, 0.5407, 0.2238], [-0.1525, -0.0711, -0.0224], [-0.3444, -0.4961, -0.7484], [0.3673, 0.0401, -0.2351], [-0.5942, 0.2689, -0.3846], [0.1582, -0.9877, 0.0745], [-0.2512, -0.1728, -0.1260], [0.7103, 0.1663, 0.1776], [-0.0116, 0.4662, 0.3687], [-0.2613, 0.4054, -0.2829], [-0.2434, -1.3191, 0.0929], [-0.1731, -0.1059, -0.3409], [0.5924, -0.1427, -0.0225], [0.6563, 0.3140, -0.5938], [-0.3559, 0.2372, -0.3525], [0.3613, -0.1064, -0.1625], [0.0109, 0.1476, -0.0019], [0.2407, 0.0234, 0.2031], [-0.1215, -0.1904, 0.3619], [0.0882, -0.2622, 0.0330], [0.0373, 0.5009, 0.0084], [0.2383, -0.3105, 0.3552], [0.2839, 0.0957, 0.4342], [-0.8564, 0.2119, -0.4315], [-0.1686, -0.7689, 0.1217], [-0.1484, 0.6170, 0.1550], [0.5692, 0.3102, -0.4009], [0.2628, -0.6927, -0.1314], [-0.3064, -0.4399, 0.2272], [0.3065, 0.3801, 0.3877], [0.0900, 0.5005, 0.0103], [-0.3537, -0.2356, 0.1724], [-0.0324, -0.0649, -0.1868], [0.3833, 0.4704, 0.0707], [1.3587, 0.0397, -0.5458], [-0.1172, 0.3160, 0.4750], [-0.3201, 0.0797, -0.1464], [-0.0838, 0.1378, -0.2372], [0.3798, 0.1759, -0.5745]]
}

---

{
  "formula": "C20H23N5O2S",
  "method": "ωB97M-V/def2-TZVPD",
  "gap_ev": 8.409,
  "relative_energy_kj_mol": 56.0,
  "smiles": "CCOc1ccc2nc(NC(=O)CN3CCN(c4ccccn4)CC3)sc2c1",
  "homo_ev": -7.77,
  "charge": 0,
  "e_lumo_ev": 0.641,
  "symbols": ["S", "O", "O", "N", "N", "N", "N", "N", "C", "C", "C", "C", "C", "C", "C", "C", "C", "C", "C", "C", "C", "C", "C", "C", "C", "C", "C", "C", "H", "H", "H", "H", "H", "H", "H", "H", "H", "H", "H", "H", "H", "H", "H", "H", "H", "H", "H", "H", "H", "H", "H"],
  "xyz": [[1.929, -2.531, -0.727], [7.004, -1.949, -1.353], [-0.601, -3.055, -0.306], [-4.305, 1.536, 1.572], [1.864, 0.015, -1.308], [-0.236, -0.901, -0.891], [-6.301, 2.651, 1.711], [-2.672, -0.178, -0.128], [8.145, -1.162, -1.629], [3.431, -1.708, -1.066], [-2.505, -1.573, -0.480], [4.711, -2.220, -1.072], [-3.936, 0.426, -0.549], [-6.540, 4.707, 2.895], [-4.998, 2.622, 2.013], [-7.035, 3.661, 2.140], [5.775, -1.370, -1.370], [1.124, -0.987, -1.005], [-4.397, 3.649, 2.765], [4.252, 0.487, -1.653], [-4.903, 0.631, 0.615], [5.534, -0.022, -1.659], [9.364, -2.065, -1.520], [-2.872, 1.422, 1.731], [3.183, -0.347, -1.356], [-1.030, -1.947, -0.531], [-5.185, 4.689, 3.206], [-2.411, 0.039, 1.290], [-5.132, -0.331, 1.091], [-4.746, 5.489, 3.785], [-4.405, -0.189, -1.318], [-3.344, 3.633, 2.990], [-3.710, 1.405, -0.991], [-3.010, -2.270, 0.209], [8.220, -0.337, -0.907], [-2.607, 1.555, 2.785], [10.266, -1.494, -1.720], [-1.335, -0.055, 1.463], [4.908, -3.256, -0.852], [-7.182, 5.508, 3.226], [9.289, -2.877, -2.237], [-2.904, -1.744, -1.484], [-5.839, 1.076, 0.277], [6.353, 0.639, -1.892], [-2.344, 2.187, 1.143], [-8.079, 3.617, 1.856], [-2.913, -0.720, 1.913], [9.422, -2.489, -0.522], [4.068, 1.526, -1.876], [8.077, -0.738, -2.641], [-0.677, 0.001, -1.035]],
  "atomic_forces_ev_per_a": [[0.3704, 0.3059, -0.1099], [0.0301, -0.1875, 0.0360], [-0.1830, -0.2746, 0.0668], [0.1980, -0.2711, -0.1002], [-0.8915, 0.4925, -0.0291], [-0.2078, 0.2002, -0.0700], [0.1227, -0.2256, -0.0725], [-0.0340, -0.1469, -0.0229], [0.3209, 0.1168, -0.0505], [-0.1920, 0.4619, -0.0902], [-0.0728, -0.0552, 0.0707], [0.2913, 0.0354, -0.0349], [-0.2429, 0.2740, -0.0084], [0.0289, 0.0854, 0.0602], [-0.2762, 0.2689, 0.1918], [-0.0774, 0.2410, 0.1050], [-0.3848, -0.0484, 0.0512], [0.6927, -0.5104, 0.0334], [0.1021, -0.0459, -0.0402], [-0.2523, -0.1314, 0.0560], [-0.0878, -0.1931, -0.3462], [0.3414, -0.0673, -0.0171], [-0.4274, 0.1692, -0.0061], [0.1913, 0.0256, 0.1094], [0.6380, -0.6660, 0.0917], [-0.3073, 0.2813, -0.0342], [-0.1530, -0.0717, -0.0862], [0.1149, 0.1389, 0.1738], [-0.0924, 0.0268, -0.0825], [0.0406, 0.0313, 0.0320], [0.0359, 0.0149, -0.0016], [0.1022, -0.0141, 0.0094], [-0.1846, -0.0731, -0.0275], [0.1148, 0.0416, -0.0838], [-0.0624, -0.0514, -0.1142], [0.0664, 0.0146, -0.1035], [0.1086, 0.0401, -0.0196], [-0.0722, 0.0100, 0.1050], [0.0867, -0.1576, 0.0299], [-0.0787, 0.0524, 0.0139], [0.0407, -0.0801, -0.0744], [0.0125, -0.0135, 0.0615], [0.1424, -0.1982, -0.0157], [0.0967, 0.0271, -0.0150], [0.0370, -0.0064, 0.0900], [-0.0948, 0.0948, 0.0376], [0.0380, 0.0268, -0.0410], [0.0543, -0.0393, 0.0943], [-0.0117, 0.1332, -0.0298], [-0.0416, 0.0077, 0.1339], [0.0091, -0.0897, 0.0737]]
}

---

{
  "formula": "C3H2LiO3Rh",
  "method": "ωB97M-V/def2-TZVPD",
  "gap_ev": [6.599, 8.265],
  "relative_energy_kj_mol": 0.0,
  "spin_multiplicity": 6,
  "homo_ev": [-11.02, -14.68],
  "charge": 1,
  "e_lumo_ev": [-4.422, -6.420],
  "symbols": ["Rh", "O", "O", "O", "C", "C", "C", "Li", "H", "H"],
  "xyz": [[-0.152, -0.031, -0.491], [1.764, 0.017, -0.514], [-2.223, 1.814, 0.804], [-0.213, -1.934, -0.262], [-1.487, 1.581, -0.139], [2.050, -1.111, -0.101], [0.953, -2.189, 0.048], [-0.941, 3.293, -1.317], [3.049, -1.451, 0.172], [1.311, -3.138, 0.445]],
  "atomic_forces_ev_per_a": [[-3.8234, 3.5622, -0.7767], [2.0704, 2.4086, -0.8176], [1.8299, -0.6748, -2.5522], [-2.2613, -2.3488, -0.0769], [-1.9113, 1.2353, 2.4463], [-0.9484, -5.6514, 1.5425], [5.5028, 1.1248, 0.5653], [-0.1979, 0.1251, 0.0292], [0.1525, 0.4196, -0.1865], [-0.4132, -0.2006, -0.1734]]
}

---

What is the formula in the first record?
C44H88O23